33
Properties=species:S:1:pos:R:3:forces:R:3:nbo_charge:R:1 method="wB97M-V/def2-TZVPD" relative_energy_kcal_mol=30.91 homo_lumo_gap_ev=9.72
O -0.08046 1.35398 -1.67601 -0.13 -0.58 0.65 -0.99
H -0.12189 1.44181 -2.62720 -0.16 -0.25 -0.38 0.51
H -0.79084 0.73540 -1.39282 0.12 0.39 -0.48 0.51
O -0.91040 0.54250 3.79134 -0.28 -0.95 -2.45 -0.97
H -0.80367 1.30045 3.17961 -0.18 0.88 1.23 0.49
H -0.88597 -0.09677 3.04925 -0.17 -0.62 1.05 0.46
O -0.60367 -0.43692 -3.78098 0.02 1.32 0.20 -1.00
H -0.31850 -1.19422 -4.28740 -0.30 -0.73 0.34 0.50
H -1.20294 -0.61691 -3.04144 0.18 -0.74 -0.52 0.49
O -2.25481 -0.29185 -0.89848 -0.11 -0.01 -0.23 -1.02
H -1.93586 -0.87661 -0.16940 -0.13 0.15 -0.25 0.51
H -3.21950 -0.31994 -0.91656 0.29 0.10 0.04 0.49
O 0.56685 -3.24595 -3.50851 0.40 -0.68 0.35 -0.97
H 1.06365 -4.07601 -3.32459 -0.57 0.93 -0.22 0.48
H 0.41874 -2.88420 -2.61961 0.14 -0.24 -0.26 0.49
O 1.31698 -3.12303 -0.72656 -0.17 0.19 0.27 -1.00
H 1.64019 -3.57134 0.05435 0.03 -0.32 0.23 0.48
H 1.98392 -2.43370 -0.90060 0.01 0.28 -0.26 0.51
O 2.79624 -0.99537 -1.56671 0.06 -0.24 0.58 -0.96
H 3.40226 -1.23795 -2.26350 0.14 0.08 -0.39 0.49
H 2.24460 -0.28060 -1.88719 -0.22 0.25 -0.20 0.50
O -1.01350 -1.84758 0.77719 -0.02 0.80 0.47 -0.97
H -0.15364 -1.96041 0.34434 -0.15 -0.74 -0.08 0.52
H -1.48805 -2.67211 0.87803 0.40 -0.44 -0.14 0.49
O 0.72732 2.05718 4.99649 0.98 0.51 0.28 -0.97
H 0.98425 2.17119 4.05929 -0.56 -0.53 0.99 0.46
H 0.20816 1.24106 5.07877 0.30 0.45 -0.62 0.50
O 0.14317 3.10870 0.21255 -0.42 -0.24 -0.86 -0.99
H -0.13995 3.74746 -0.44761 0.06 1.03 0.43 0.47
H -0.04061 2.36166 -0.41096 0.60 -0.29 0.65 0.50
O -0.75880 3.10186 2.80234 0.95 0.73 -1.17 -0.97
H -0.05967 3.77013 2.90456 -0.35 -0.06 1.09 0.47
H -0.57140 3.03680 1.84127 -0.74 -0.43 -0.34 0.49


61
Properties=species:S:1:pos:R:3:forces:R:3:mulliken_charge:R:1 method="wB97M-V/def2-TZVPD" relative_energy_kcal_mol=0.00 homo_lumo_gap_ev="5.37 / 5.45"
P 0.01553 -0.95300 -4.60103 -0.94 -1.49 -2.03 1.61
P 0.89281 2.37781 -3.65629 -1.36 -0.44 -1.15 0.18
C 0.76026 0.39096 -5.70384 -0.02 -0.32 -0.16 -1.71
C 1.70276 1.40014 -5.01735 0.07 0.47 -0.41 -0.93
H -0.06354 0.88458 -6.24320 0.40 0.01 0.24 0.58
H 1.33270 -0.17942 -6.45244 -0.12 0.33 0.08 0.68
H 2.62150 0.89681 -4.64473 -0.39 0.06 -0.18 0.58
H 2.05756 2.14411 -5.74826 0.04 -0.31 -0.02 0.49
C -0.53238 3.04285 -4.53006 -0.21 0.38 -0.21 -1.64
H -1.15237 3.58542 -3.81436 -0.01 0.01 -0.08 0.34
H -1.12579 2.22748 -4.94881 0.10 0.26 0.08 0.28
H -0.18639 3.72637 -5.31226 -0.23 -0.09 -0.06 0.53
C 1.98092 3.85278 -3.52854 0.26 0.73 -0.27 -1.27
H 1.54812 4.60177 -4.21650 0.49 -0.13 0.33 0.40
H 3.03581 3.67318 -3.81856 -0.52 0.08 0.01 0.45
H 1.96010 4.27051 -2.50412 -0.08 -0.16 -0.39 0.44
C -0.72733 -2.05920 -5.91607 0.47 0.08 -0.55 -1.52
H -1.20970 -2.92132 -5.43576 0.18 0.34 -0.03 0.35
H 0.05130 -2.43908 -6.59308 -0.17 0.08 0.11 0.51
H -1.48487 -1.54525 -6.52373 0.29 -0.06 0.18 0.34
C 1.58749 -1.95368 -4.50772 0.74 -0.05 -0.10 -1.52
H 2.30945 -1.49556 -3.81771 -0.02 -0.22 -0.03 0.19
H 2.02636 -1.99045 -5.51488 0.10 -0.02 0.27 0.50
H 1.38794 -2.98402 -4.18279 0.11 0.44 -0.09 0.48
Ba 2.65286 1.38972 -1.82099 0.93 -1.58 2.96 1.69
C -2.07378 0.55186 -3.24482 -0.59 1.86 -0.28 -1.60
C -2.06905 -0.20270 -4.45483 -0.33 1.03 -0.34 -0.84
C -3.32647 -1.05572 -4.49988 0.25 -1.02 -0.19 -0.93
C -3.36781 -2.06462 -3.32599 -1.49 0.63 0.07 -0.68
C -2.08634 -2.70998 -3.05336 1.73 -1.06 0.51 -0.98
C -0.82790 -2.14723 -2.89468 -0.27 -0.88 2.76 -0.45
C -0.56815 -0.97288 -1.90857 -0.38 0.57 -0.13 -0.15
C -1.64669 0.12497 -1.92516 0.44 -0.05 1.52 0.60
C 2.45925 -0.68497 0.19857 0.09 0.93 -1.26 -1.50
H -2.52752 1.55266 -3.26212 0.33 -0.14 -0.11 0.63
H -1.96319 0.36662 -5.39589 -0.40 0.21 0.37 0.72
H -3.44153 -1.58926 -5.45090 0.09 0.06 0.07 0.33
H -4.19179 -0.37475 -4.40122 0.26 -0.23 -0.15 0.43
H -3.76525 -1.50107 -2.46708 0.12 -0.28 0.02 0.28
H -4.10622 -2.85355 -3.55303 0.16 0.42 0.13 0.50
H -2.16526 -3.81173 -2.88971 0.43 0.75 -0.96 0.30
H -0.01941 -2.90464 -2.80715 -0.71 0.40 0.19 0.84
H 0.39584 -0.47955 -2.12807 -0.01 -0.32 -0.09 -0.39
H -0.46465 -1.32016 -0.86959 -0.06 -0.24 -0.35 0.62
H -2.45998 -0.19249 -1.24105 -0.06 0.06 -0.38 0.33
H -1.25021 1.04744 -1.41802 -0.23 -0.98 -0.25 -0.29
H 3.35399 -0.49275 0.79866 0.07 -0.32 0.10 0.37
H 2.56493 -1.59132 -0.41250 0.04 -0.22 0.43 0.37
H 1.57608 -0.72116 0.84443 0.10 -0.16 -0.19 0.17
F 1.22353 0.17475 4.87931 0.02 0.18 -0.47 -0.32
C 1.02670 0.69358 3.65184 -0.16 0.16 -0.01 0.58
C 2.05758 1.37856 2.99953 0.08 -0.24 0.11 0.20
F 3.25912 1.48926 3.60598 -0.48 -0.12 -0.37 -0.32
C 1.84212 1.88909 1.72843 -0.21 -0.16 -0.40 -0.01
F 2.92760 2.34183 0.98820 -0.79 -0.04 0.82 -0.35
C 0.57856 1.86106 1.10658 0.25 -0.64 1.44 0.91
S 0.29485 2.60418 -0.40720 0.03 0.60 -0.84 -0.40
C -0.43857 1.16337 1.80683 0.23 0.51 -0.37 -0.48
F -1.67342 1.08559 1.25654 0.57 -0.08 0.32 -0.38
C -0.22485 0.56846 3.04192 0.16 -0.07 0.09 0.19
F -1.21319 -0.12102 3.65661 0.59 0.48 -0.30 -0.32


58
Properties=species:S:1:pos:R:3:forces:R:3:mulliken_spin:R:1 method="wB97M-V/def2-TZVPD" multiplicity=4 relative_energy_kcal_mol=0.00 homo_lumo_gap_ev="8.34 / 8.23"
Cr 2.24141 -0.13172 -0.99144 -0.02 -0.05 0.05 3.03
O 3.66411 1.22837 -1.29629 0.00 0.03 0.01 -0.03
C 3.59499 2.43754 -1.05355 -0.01 0.00 0.00 0.00
C 2.50153 3.12935 -0.43970 0.00 -0.01 -0.01 0.03
C 2.64228 4.50679 -0.21993 0.00 -0.01 0.01 0.00
C 1.64390 5.19728 0.40738 -0.02 0.01 -0.01 0.01
C 0.47792 4.55282 0.84883 0.01 0.00 -0.01 0.00
C 0.32019 3.21174 0.64205 0.01 0.00 -0.01 -0.01
C 1.31921 2.45445 -0.02262 0.01 0.01 0.00 0.01
O 1.11599 1.19641 -0.20841 -0.01 0.01 0.01 -0.01
N 1.79863 6.63352 0.63498 0.03 -0.02 0.06 0.00
O 2.82459 7.16070 0.25184 -0.01 0.01 -0.02 0.00
O 0.89307 7.21287 1.20304 -0.01 0.01 -0.02 0.00
H 4.46789 3.04372 -1.32250 0.00 0.00 0.00 0.00
H 3.53683 5.02648 -0.53682 0.00 0.00 0.00 0.00
H -0.28010 5.13512 1.35280 0.00 0.00 0.00 0.00
H -0.56248 2.68704 0.98624 0.00 0.00 0.00 0.00
O 0.93609 -1.50197 -0.48000 0.00 0.04 -0.02 -0.03
P -0.55304 -1.52245 -0.18503 0.01 -0.02 0.00 0.00
C -0.99022 -3.22904 0.14456 -0.03 0.01 0.00 0.00
C -2.28686 -3.56493 0.53121 0.00 0.00 0.00 0.00
C -2.60735 -4.88553 0.79034 0.01 -0.01 0.01 0.00
C -1.63258 -5.87022 0.66980 -0.01 0.00 0.00 0.00
C -0.34184 -5.53564 0.29222 0.01 0.01 0.00 0.00
C -0.01408 -4.21223 0.02726 0.00 0.00 0.01 0.00
C -1.56897 -0.92831 -1.53063 0.00 -0.03 -0.01 0.00
C -2.09813 -1.83413 -2.44691 -0.02 -0.01 -0.01 0.00
C -2.77982 -1.37114 -3.56127 0.00 0.01 0.00 0.00
C -2.93254 -0.00714 -3.76153 0.00 0.00 0.00 0.00
C -2.40150 0.89909 -2.85347 -0.01 0.00 0.00 0.00
C -1.71479 0.44260 -1.74280 0.00 0.01 0.02 0.00
C -0.94246 -0.56323 1.28258 0.06 0.00 0.04 0.00
C -2.19885 -0.00685 1.50301 0.00 -0.01 -0.02 0.00
C -2.44285 0.71121 2.66595 -0.01 -0.01 -0.01 0.00
C -1.43489 0.87163 3.60553 0.01 -0.01 0.00 0.00
C -0.18247 0.30911 3.39056 -0.01 0.00 0.01 0.00
C 0.06575 -0.41062 2.23388 0.00 0.02 -0.02 0.00
H -3.04462 -2.79602 0.63199 0.00 0.00 -0.01 0.00
H -3.61289 -5.14942 1.08984 0.00 0.00 0.00 0.00
H -1.88386 -6.90255 0.87587 0.00 0.00 0.00 0.00
H 0.41607 -6.30261 0.20534 0.00 0.00 0.00 0.00
H 0.99205 -3.93620 -0.26050 0.00 0.00 -0.01 0.00
H -1.97468 -2.89893 -2.29373 0.00 0.01 -0.01 0.00
H -3.18616 -2.07517 -4.27496 0.00 0.00 0.00 0.00
H -3.46109 0.35289 -4.63464 0.00 0.00 0.00 0.00
H -2.50634 1.96254 -3.02191 0.00 0.00 0.00 0.00
H -1.26709 1.14740 -1.05416 0.00 -0.01 0.01 0.00
H -2.98386 -0.11788 0.76520 0.00 0.01 -0.02 0.00
H -3.41857 1.14800 2.83397 0.00 0.00 0.00 0.00
H -1.62507 1.43660 4.50893 0.00 0.00 0.00 0.00
H 0.60393 0.43619 4.12268 0.00 0.00 0.00 0.00
H 1.04702 -0.83182 2.05207 0.00 0.00 0.01 0.00
Br 1.49063 0.09282 -3.24903 0.01 0.00 -0.03 0.00
O 3.24472 -0.58729 0.79754 0.03 0.00 0.02 0.00
Cl 4.11510 -1.64760 0.20599 0.00 0.03 -0.04 -0.01
O 5.47234 -1.27903 0.30980 0.00 -0.03 0.01 0.00
O 3.83178 -2.90006 0.79426 -0.03 0.01 0.00 0.00
O 3.67203 -1.62456 -1.21572 0.01 -0.02 0.01 0.00


13
Properties=species:S:1:pos:R:3:forces:R:3:nbo_charge:R:1 method="wB97M-V/def2-TZVPD" relative_energy_kcal_mol=91.16 homo_lumo_gap_ev=10.15
O -2.21360 0.46533 -0.36360 0.63 0.63 0.74 -0.70
C -0.85290 0.30011 -0.70783 0.90 -0.30 0.65 0.08
C 0.50493 1.09197 -0.25669 0.01 0.36 -0.36 -0.42
C 1.15744 -0.22957 0.19046 0.10 0.24 -0.75 -0.10
N 0.60090 -0.57856 1.45581 -1.16 -0.08 -0.80 -0.59
C -0.15138 -0.86324 -0.03219 -0.05 -1.08 0.66 -0.13
H -2.26562 0.20809 0.56375 -0.29 0.18 0.10 0.47
H -0.93316 0.30178 -1.82828 0.80 -0.52 1.01 0.19
H 0.43986 1.82602 0.55153 -0.02 -0.03 -0.32 0.23
H 1.00996 1.44465 -1.14844 -0.07 0.57 -0.03 0.21
H 2.12542 -0.65689 -0.06617 -0.09 0.57 -0.30 0.21
H 1.10551 -1.45365 1.73538 -1.21 0.45 -0.47 0.35
H -0.52735 -1.85605 -0.09374 0.44 -0.97 -0.15 0.21


41
Properties=species:S:1:pos:R:3:forces:R:3:mulliken_charge:R:1 method="wB97M-V/def2-TZVPD" relative_energy_kcal_mol=0.00 homo_lumo_gap_ev=6.23
Cs 0.46158 0.35056 0.70659 -0.13 0.38 0.09 1.12
C 4.12936 0.76734 0.74030 0.01 -0.03 -0.04 -0.79
O 3.30114 1.34328 -0.25485 0.03 -0.03 -0.05 -0.29
C 3.53094 2.72269 -0.45840 -0.04 0.02 0.05 -0.47
C 2.80639 3.58334 0.56126 0.03 0.06 0.02 -0.58
O 1.40117 3.40633 0.48497 0.08 0.05 0.01 -0.30
C 0.74536 4.24007 -0.45672 0.00 -0.02 -0.02 -0.54
C -0.24036 3.43831 -1.26539 -0.05 -0.10 -0.13 -0.59
O -1.22877 2.90409 -0.41308 -0.03 0.02 -0.02 -0.33
C -2.25833 2.25981 -1.13875 0.02 -0.02 -0.05 -0.72
H 5.18518 0.95212 0.52076 0.01 0.00 0.00 0.31
H 3.94933 -0.30594 0.72719 -0.02 0.00 0.01 0.28
H 3.90530 1.15494 1.73988 0.00 0.01 0.00 0.32
H 3.16270 2.95301 -1.46079 0.00 -0.01 0.00 0.26
H 4.60621 2.93872 -0.43792 0.00 0.03 0.01 0.38
H 3.08003 4.63479 0.41633 -0.02 0.00 -0.01 0.36
H 3.10043 3.31581 1.57774 0.00 -0.05 -0.02 0.34
H 1.46396 4.69433 -1.14677 0.00 -0.01 0.00 0.43
H 0.22483 5.04436 0.07211 0.00 -0.01 0.02 0.32
H 0.27806 2.62572 -1.79811 0.03 0.02 0.03 0.30
H -0.69877 4.08083 -2.02974 0.00 0.05 0.06 0.43
H -2.75283 2.95809 -1.82174 -0.03 0.01 0.03 0.34
H -2.98093 1.88230 -0.41961 -0.01 0.01 0.00 0.14
H -1.87194 1.42049 -1.73056 0.02 0.00 0.03 0.36
Cl 2.01993 -4.92979 0.35872 -0.05 0.02 0.00 -0.25
C 0.31478 -4.56826 0.37704 0.02 -0.08 0.00 0.51
C -0.58445 -5.63401 0.27804 0.14 0.06 0.01 -0.68
C -1.93097 -5.41624 0.28848 -0.02 0.11 0.01 0.61
Cl -3.02364 -6.77256 0.16592 -0.01 0.00 0.00 -0.29
C -2.43774 -4.09813 0.39527 0.06 -0.10 -0.01 0.32
C -3.81516 -3.79784 0.41152 -0.07 0.09 0.01 -0.70
C -4.22438 -2.49878 0.51448 0.00 -0.08 -0.01 -0.73
C -3.24692 -1.49583 0.59505 -0.01 0.09 0.00 -0.26
N -1.95658 -1.72841 0.58244 0.07 -0.03 0.01 -0.23
C -1.52271 -3.01353 0.49096 -0.02 -0.12 -0.03 -0.19
C -0.07164 -3.22553 0.49259 -0.07 0.07 0.00 0.16
O 0.73574 -2.25308 0.58939 0.03 -0.37 -0.03 -0.91
H -0.18947 -6.63744 0.19381 -0.05 -0.02 0.00 0.44
H -4.53416 -4.60266 0.34315 0.01 -0.01 0.00 0.39
H -5.27345 -2.23618 0.53338 0.00 -0.01 0.00 0.38
H -3.55923 -0.45713 0.67504 0.04 0.01 0.00 0.36